Entry 1:
Formula: C12H13N2P
Source: OMol25
Level of theory: ωB97M-V/def2-TZVPD

## Properties
SMILES: CC(=[PH2]c1ccccn1)c1ccccn1
LUMO, eV: 0.25
Calculated total energy, eV: -24921.7021
Energy above the lowest of the compared OMol25 structures with the same formula, charge and spin, eV: 0.7075
Kohn-Sham gap, eV: 7.0

```
! RIJCOSX wB97M-V def2-TZVPD def2/J DEFGRID3
* xyz 0 1
C 3.752 0.279 1.591
C -2.071 2.660 0.250
C 4.131 1.531 1.123
C -3.398 2.433 0.605
C 2.748 -0.389 0.922
C -1.234 1.581 0.098
C 3.488 2.051 0.008
C -3.793 1.122 0.817
C 2.169 0.220 -0.193
C -1.740 0.276 0.276
C -1.227 -2.235 0.488
C -0.959 -0.870 -0.079
N 2.509 1.425 -0.626
N -3.007 0.073 0.667
P 0.570 -0.519 -0.829
H 4.219 -0.151 2.467
H -1.702 3.667 0.112
H 4.893 2.100 1.629
H -4.090 3.250 0.731
H 2.388 -1.362 1.236
H -0.177 1.716 -0.124
H 3.758 3.024 -0.387
H -4.807 0.890 1.121
H -0.687 -2.997 -0.077
H -2.296 -2.414 0.405
H -0.960 -2.324 1.542
H 0.419 0.298 -1.942
H 1.020 -1.725 -1.335
*
```

Entry 2:
Formula: C12H13N4O7
Source: OMol25
Level of theory: ωB97M-V/def2-TZVPD

## Properties
SMILES: CCOC(=O)[C@](C)(C(C)=O)[C@@H]1C(=[N+]([O-])[O-])C=Nc2no[n+]([O-])c21
LUMO, eV: 2.93
Calculated total energy, eV: -32941.3961
Energy above the lowest of the compared OMol25 structures with the same formula, charge and spin, eV: 0.0000
Kohn-Sham gap, eV: 7.3

```
! RIJCOSX wB97M-V def2-TZVPD def2/J DEFGRID3
* xyz -1 1
C 4.000 2.352 0.588
C 3.125 1.689 -0.443
O 2.242 0.720 0.239
C 1.191 0.290 -0.478
C 0.186 -0.613 0.271
C 0.830 -1.006 1.585
C -0.178 -1.788 -0.702
C 0.073 -3.212 -0.216
O -0.643 -1.565 -1.803
O 1.050 0.619 -1.662
H 4.791 2.913 0.082
H 3.397 3.045 1.182
H 4.480 1.626 1.247
H 2.522 2.448 -0.962
H 3.722 1.082 -1.134
H 1.080 -0.093 2.154
H 0.102 -1.537 2.227
H 1.748 -1.607 1.400
H -0.315 -3.413 0.795
H -0.480 -3.874 -0.896
H 1.146 -3.457 -0.270
O -2.065 -1.929 2.172
N -2.793 -1.785 1.157
C -2.596 -0.712 0.239
C -1.422 0.148 0.347
C -1.694 1.311 -0.412
N -0.844 2.400 -0.568
O 0.016 2.851 0.158
O -1.231 3.005 -1.757
N -2.364 2.365 -2.338
C -2.665 1.364 -1.450
N -3.626 0.463 -1.600
C -3.627 -0.532 -0.718
O -3.725 -2.592 0.936
H -0.978 0.281 1.355
H -4.456 -1.257 -0.727
*
```

Entry 3:
Formula: C12H13NO
Source: OMol25
Level of theory: ωB97M-V/def2-TZVPD

## Properties
SMILES: C#C[C@]1(C)C[C@@H]2CCCC(=O)[C@@]21C#N
LUMO, eV: 0.48
Calculated total energy, eV: -16187.7724
Energy above the lowest of the compared OMol25 structures with the same formula, charge and spin, eV: 4.4589
Kohn-Sham gap, eV: 9.9

```
! RIJCOSX wB97M-V def2-TZVPD def2/J DEFGRID3
* xyz 0 1
C 1.310 2.165 2.160
C 1.320 1.528 1.149
C 1.947 -1.572 -0.414
C 0.675 -1.079 1.323
C -0.569 -2.026 1.367
C -1.776 -1.181 0.750
C -1.558 -0.981 -0.739
C -0.033 1.100 -0.948
C -0.240 -0.470 -1.037
C 1.273 0.882 -0.143
C 0.927 -0.652 -0.040
C 2.569 1.192 -0.956
N 2.744 -2.378 -0.610
O 1.422 -0.930 2.318
H 1.490 2.855 2.947
H -0.435 -2.757 0.586
H -0.783 -2.531 2.345
H -2.702 -1.784 0.916
H -1.831 -0.135 1.145
H -1.654 -1.889 -1.319
H -2.206 -0.069 -1.070
H 0.140 1.655 -1.817
H -0.635 1.736 -0.249
H 0.041 -0.752 -1.993
H 2.662 0.552 -1.729
H 3.480 1.215 -0.420
H 2.159 2.182 -1.163
*
```

Entry 4:
Formula: C12H14BBaF4IN2
Source: OMol25
Level of theory: ωB97M-V/def2-TZVPD

## Properties
LUMO, eV: -0.57
Calculated total energy, eV: -35999.5547
Energy above the lowest of the compared OMol25 structures with the same formula, charge and spin, eV: 2.2387
Kohn-Sham gap, eV: 7.4

```
! RIJCOSX wB97M-V def2-TZVPD def2/J DEFGRID3
* xyz 0 1
C 2.519 3.171 0.936
C 3.332 1.713 0.317
H 1.892 3.669 0.159
H 3.351 3.834 1.122
H 2.032 2.999 1.919
H 3.105 1.531 -0.756
H 4.366 2.021 0.365
H 3.232 0.851 1.010
C -2.636 1.357 -0.850
C -3.915 1.108 -1.361
C -4.107 -0.055 -2.110
C -3.025 -0.920 -2.284
H -2.419 2.292 -0.312
H -4.707 1.828 -1.172
H -5.074 -0.293 -2.550
H -3.116 -1.830 -2.870
N -1.598 0.527 -0.994
C -1.781 -0.620 -1.685
C -0.632 -1.566 -1.737
N 0.526 -1.165 -1.162
C 1.535 -2.048 -1.062
C 0.297 -3.755 -2.228
C 1.469 -3.351 -1.583
H 2.431 -1.709 -0.531
H 2.325 -4.012 -1.473
C -0.764 -2.853 -2.306
H -1.704 -3.120 -2.783
H 0.198 -4.752 -2.656
Ba 0.980 1.459 0.421
I -0.792 4.386 0.360
F 0.622 -1.067 1.893
B 0.522 -0.188 3.024
F 0.221 -0.814 4.195
F 1.777 0.529 3.068
F -0.458 0.814 2.639
*
```

Entry 5:
Formula: C12H14BCaF5N6
Source: OMol25
Level of theory: ωB97M-V/def2-TZVPD

## Properties
LUMO (spin up / spin down), eV: -1.50 / -2.68
Calculated total energy, eV: -54310.3031
Kohn-Sham gap (spin up / spin down), eV: 6.2 / 4.6

```
! RIJCOSX wB97M-V def2-TZVPD def2/J DEFGRID3
* xyz 0 1
H -0.639 3.068 1.749
N -0.196 1.667 0.226
B 0.572 0.588 -1.985
N 0.451 1.804 -1.000
C 0.841 3.077 -1.173
Ca -1.658 -0.444 1.000
H 1.361 3.355 -2.079
C 0.455 3.812 -0.056
H 0.609 4.862 0.108
C -0.187 2.886 0.786
H 1.043 0.957 -3.029
C -1.260 -2.917 0.890
H -1.693 -2.926 1.884
H -0.340 -3.439 0.692
H -1.970 -2.711 0.102
N -0.832 -0.030 -2.121
N 1.472 -0.488 -1.307
N -1.476 -0.473 -0.959
N 1.121 -1.101 -0.117
C -1.660 -0.120 -3.187
C 2.653 -0.956 -1.753
H -1.343 0.233 -4.172
H 3.069 -0.557 -2.664
C -2.869 -0.714 -2.749
C 3.101 -1.921 -0.852
C -2.691 -0.910 -1.379
C 2.104 -1.974 0.152
H -3.730 -0.969 -3.335
H 4.008 -2.487 -0.916
H -3.342 -1.331 -0.652
H 2.093 -2.598 1.037
H -2.637 1.661 1.437
F 0.161 -1.613 3.411
C -0.178 -0.306 3.172
F -1.323 -0.052 3.914
C 0.959 0.567 3.627
F 1.291 0.294 4.908
F 2.038 0.329 2.839
F 0.624 1.878 3.550
*
```

Entry 6:
Formula: C12H14BF4IN2V
Source: OMol25
Level of theory: ωB97M-V/def2-TZVPD

## Properties
LUMO (spin up / spin down), eV: -1.06 / -3.71
Calculated total energy, eV: -60989.6975
Kohn-Sham gap (spin up / spin down), eV: 7.7 / 5.4

```
! RIJCOSX wB97M-V def2-TZVPD def2/J DEFGRID3
* xyz 0 4
C -2.446 -0.065 1.914
C -2.280 1.756 -0.978
H -2.685 -0.987 2.422
H -3.411 0.401 1.692
H -1.900 0.529 2.629
H -2.265 1.196 -1.939
H -3.315 1.922 -0.649
H -1.588 2.620 -0.922
C -0.271 -2.014 1.864
C 0.702 -2.959 2.190
C 1.740 -3.184 1.291
C 1.777 -2.467 0.108
H -1.126 -1.854 2.518
H 0.611 -3.472 3.146
H 2.524 -3.896 1.503
H 2.562 -2.583 -0.630
N -0.184 -1.253 0.768
C 0.812 -1.473 -0.122
C 0.931 -0.532 -1.233
N 0.066 0.502 -1.238
C 0.208 1.443 -2.186
C 2.156 0.412 -3.096
C 1.236 1.454 -3.120
H -0.556 2.213 -2.243
H 1.266 2.282 -3.825
C 1.982 -0.602 -2.173
H 2.655 -1.447 -2.106
H 3.000 0.396 -3.774
V -1.627 0.324 0.232
I -3.067 -1.298 -1.025
F 0.489 2.900 0.425
B 0.514 2.558 1.813
F 1.655 3.068 2.432
F -0.686 2.998 2.420
F 0.518 1.113 1.892
*
```

Entry 7:
Formula: C12H14BFeN9
Source: OMol25
Level of theory: ωB97M-V/def2-TZVPD

## Properties
LUMO (spin up / spin down), eV: 0.09 / 0.02
Calculated total energy, eV: -61143.5847
Energy above the lowest of the compared OMol25 structures with the same formula, charge and spin, eV: 2.5370
Kohn-Sham gap (spin up / spin down), eV: 6.9 / 7.7

```
! RIJCOSX wB97M-V def2-TZVPD def2/J DEFGRID3
* xyz 0 5
H 2.091 -2.333 1.005
N 1.155 -1.552 -0.711
B 0.031 -1.021 -2.897
N 0.744 -2.002 -1.918
C 0.968 -3.336 -1.941
Fe -0.057 1.297 -0.493
H 0.664 -3.913 -2.801
C 1.591 -3.697 -0.746
H 1.930 -4.683 -0.488
C 1.690 -2.534 0.019
H -0.123 -1.522 -3.964
C -0.927 2.955 -0.264
H -0.623 3.303 0.742
H -2.021 2.844 -0.286
H -0.613 3.692 -1.016
N 0.848 0.307 -2.984
N -1.341 -0.644 -2.261
N 0.917 1.206 -1.888
N -1.353 0.157 -1.108
C 1.479 0.857 -4.029
C -2.595 -1.056 -2.523
H 1.513 0.316 -4.958
H -2.800 -1.683 -3.378
C 1.983 2.109 -3.660
C -3.453 -0.528 -1.552
C 1.656 2.289 -2.319
C -2.650 0.194 -0.666
H 2.503 2.804 -4.291
H -4.520 -0.645 -1.486
H 1.853 3.125 -1.656
H -2.920 0.747 0.229
H 1.050 -0.567 -0.430
N 0.513 0.771 1.216
C 0.463 0.337 2.323
N 0.532 -0.289 3.419
C 0.001 0.122 4.553
N -0.417 0.382 5.616
*
```

Entry 8:
Formula: C12H14CdN3O9
Source: OMol25
Level of theory: ωB97M-V/def2-TZVPD

## Properties
LUMO, eV: 2.72
Calculated total energy, eV: -40139.5939
Kohn-Sham gap, eV: 9.0

```
! RIJCOSX wB97M-V def2-TZVPD def2/J DEFGRID3
* xyz -1 1
Cd 0.630 0.814 -0.508
O 0.436 1.886 -2.811
C -0.929 2.347 -3.020
C -1.733 2.510 -1.743
N -1.734 1.306 -0.864
C -2.351 0.101 -1.479
C -1.339 -1.011 -1.955
O -1.813 -2.127 -2.160
O -0.093 -0.703 -2.062
C -2.204 1.647 0.502
C -1.137 2.475 1.278
O -1.553 3.368 2.010
O 0.110 2.221 1.078
H 0.453 0.935 -3.054
H -0.858 3.325 -3.510
H -1.446 1.651 -3.690
H -1.330 3.341 -1.158
H -2.775 2.764 -2.019
H -3.039 -0.382 -0.775
H -2.958 0.394 -2.355
H -3.153 2.212 0.474
H -2.387 0.722 1.050
C -1.077 -2.113 1.630
C 0.384 -1.861 1.573
N 0.975 -0.924 0.856
C 2.342 -1.040 1.016
C 2.555 -2.053 1.938
N 1.304 -2.559 2.254
C 3.784 -2.643 2.556
O 4.957 -2.139 2.177
O 3.603 -3.544 3.361
C 3.304 -0.134 0.239
O 4.524 -0.360 0.443
O 2.847 0.731 -0.557
H -1.456 -2.177 0.606
H -1.567 -1.263 2.119
H -1.295 -3.027 2.175
H 1.161 -3.323 2.913
H 4.861 -1.372 1.475
*
```